(1)
Computed, not measured: C4H5NO in the gas phase, with ωB97M-V/def2-TZVPD.

Atoms and positions in Å:
C -1.284726 0.954658 -0.226832
H -1.095890 1.418833 -1.192536
H -0.057696 0.082385 1.374637
C -0.462092 -0.108562 0.347170
C 0.652967 -0.947210 -0.221514
H 0.688239 -1.876167 0.365973
O -1.771673 -0.384086 -0.121112
H -1.790107 1.588470 0.504948
N 2.673401 0.604709 0.331010
C 1.807185 -0.127815 0.121420
H 0.640388 -1.205214 -1.283165

Cartesian forces (eV/Å) of the 6 atoms listed first:
C 0.167 0.263 -0.042
H -0.176 -0.470 -0.108
H -1.919 -0.462 0.052
C 0.481 0.310 0.308
C 0.230 0.103 -0.108
H -0.020 0.165 -0.251

The HOMO energy comes out at -10.77 eV. The LUMO energy is 0.86 eV. The value obtained for the HOMO-LUMO gap is 11.633 eV. As for the SMILES: N#CC[C@H]1CO1. As for the energy relative to the best compared isomer or geometry (same formula, charge and spin): 215.0 kJ/mol.

(2)
Computed, not measured: C4H5NO in the gas phase, with ωB97M-V/def2-TZVPD.

Atoms and positions in Å:
C 1.287065 0.017905 -0.344283
H 1.130828 0.465060 -1.323539
H 2.330808 -0.171859 -0.104557
H -1.779971 -1.254584 -0.373367
C -0.968812 -0.534564 -0.502565
C 0.443600 0.328210 0.841194
H -0.887623 -0.255367 -1.557833
C -0.967176 0.642535 0.477251
N 0.340829 -0.986764 0.092152
O -1.811725 1.343336 0.964910
H 0.882181 0.406094 1.830639

Cartesian forces (eV/Å) of the 6 atoms listed first:
C 0.152 0.083 -0.183
H -0.067 0.194 0.239
H -0.203 -0.173 -0.048
H 0.146 0.135 0.138
C -0.189 -0.028 -0.205
C 0.050 0.221 0.378

The HOMO energy comes out at -9.78 eV. The LUMO energy is 0.95 eV. The value obtained for the HOMO-LUMO gap is 10.725 eV. As for the SMILES: O=C1CN2C[C@@H]12. As for the energy relative to the best compared isomer or geometry (same formula, charge and spin): 215.0 kJ/mol.

(3)
Computed, not measured: C4H5NO in the gas phase, with ωB97M-V/def2-TZVPD.

Atoms and positions in Å:
C 0.818257 0.571652 -0.732962
O -0.290906 0.377821 -1.444888
C -1.036578 -1.080133 0.278671
H -1.823991 -1.437484 0.925415
H -0.043318 -1.492600 0.416320
C 1.294515 0.712979 0.593931
N 2.027246 0.867754 -0.811430
H 1.036210 1.612279 1.153742
H -2.274444 0.195960 -0.918611
C -1.293072 -0.188112 -0.666534
H 1.586085 -0.140112 1.206345

Cartesian forces (eV/Å) of the 6 atoms listed first:
C 0.293 0.083 0.031
O 0.264 -0.100 0.026
C -0.218 -0.112 -0.241
H -0.095 -0.064 -0.154
H -0.210 0.106 0.063
C 0.288 0.196 0.227

The HOMO energy comes out at -9.93 eV. The LUMO energy is 0.98 eV. The value obtained for the HOMO-LUMO gap is 10.914 eV. As for the SMILES: C=COC1=NC1. As for the energy relative to the best compared isomer or geometry (same formula, charge and spin): 313.9 kJ/mol.

(4)
Computed, not measured: C4H5NO in the gas phase, with ωB97M-V/def2-TZVPD.

Atoms and positions in Å:
O -0.900460 0.576320 0.608575
H 2.176871 -0.285770 -0.455724
H -1.995107 -1.026248 -0.321942
N 1.061541 1.278022 1.704627
C 1.125100 -0.441431 -0.200082
H 0.486539 1.743218 2.298650
H -1.477634 0.226270 -1.265817
C -1.174892 -0.354067 -0.453948
C 0.397724 0.681595 0.863862
C 0.124806 -0.926208 -0.919874
H 0.175513 -1.471702 -1.858328

Cartesian forces (eV/Å) of the 6 atoms listed first:
O -1.354 -0.330 0.390
H -0.343 -0.703 0.403
H -0.343 -0.556 1.135
N 2.142 -0.462 -0.663
C -1.312 3.414 0.960
H -2.010 2.290 2.494

The HOMO energy comes out at -9.71 eV. The LUMO energy is 0.93 eV. The value obtained for the HOMO-LUMO gap is 10.648 eV. As for the SMILES: [H]/N=C1/C=CCO1. As for the energy relative to the best compared isomer or geometry (same formula, charge and spin): 189.3 kJ/mol.

> energy relative to the best compared isomer or geometry (same formula, charge and spin) of number 2 (C4H5NO)?

215.0 kJ/mol

> Which of these has the lowest energy relative to the best compared isomer or geometry (same formula, charge and spin)?

number 4

> energy relative to the best compared isomer or geometry (same formula, charge and spin) of number 1 (C4H5NO)?

215.0 kJ/mol

> Number 2 is which compound?

C4H5NO